Record 1
Entry from the OMol25 dataset: a 9-piece molecular cluster, C35H65BBr4N3O23 overall (the ωB97M-V functional and the def2-TZVPD basis).

The highest occupied orbital energy comes out at -6.88 eV. Its charge is -1.

```
131
C35H65BBr4N3O23 | the OMol25 dataset | the ωB97M-V functional and the def2-TZVPD basis
O 1.41606 0.90799 -0.87660
C 0.71395 0.55647 0.01707
O 1.07728 0.06183 1.18560
B -0.10439 -0.12954 2.05024
O -1.21934 0.44219 1.31672
C -0.82111 0.83543 0.10081
O -1.42791 1.44769 -0.71737
O 0.15491 0.57846 3.33487
C 0.06827 -0.25563 4.34383
O 0.08647 0.02944 5.50719
C -0.09188 -1.67301 3.76344
O -0.09024 -1.53463 2.43416
O -0.22590 -2.66285 4.41186
C -4.17389 -4.06394 -0.08476
O -3.52419 -2.91819 -0.62152
C -3.21905 -2.99448 -2.01900
C -2.16030 -1.87236 -2.12524
N -1.55933 -1.72488 -3.43272
C -0.64835 -2.71988 -3.95688
C -0.41571 -2.52640 -5.45040
O -0.40444 -1.16553 -5.85655
C 0.43810 -0.85276 -6.94464
H -5.08576 -4.43125 -0.56290
H -4.26287 -3.98256 0.99622
H -3.42087 -4.84335 -0.25140
H -4.14948 -2.83375 -2.56811
H -2.78143 -3.96801 -2.26511
H -1.40300 -1.92858 -1.34397
H -2.66004 -0.91352 -1.97129
H -2.23510 -1.51508 -4.15711
H -1.13294 -3.69746 -3.81096
H 0.29439 -2.70392 -3.40196
H -1.22204 -2.99503 -6.03333
H 0.46751 -3.06948 -5.80208
H 0.41333 0.23785 -6.91487
H 0.14482 -1.13805 -7.96220
H 1.45018 -1.24231 -6.80050
C 8.39579 -2.40343 -5.30384
O 7.25288 -1.86706 -4.70464
C 6.15389 -2.75220 -4.59029
C 4.82394 -1.99077 -4.53229
N 4.62149 -1.28725 -3.28119
C 4.43689 -2.15055 -2.12901
C 4.16581 -1.36731 -0.84897
O 5.36242 -0.70087 -0.49345
C 5.61995 -0.53649 0.90862
H 9.20634 -2.56783 -4.58894
H 8.77734 -1.68007 -6.03447
H 8.22215 -3.29694 -5.91296
H 6.33316 -3.43315 -3.74937
H 6.14533 -3.42483 -5.45824
H 4.05822 -2.71760 -4.84120
H 4.92638 -1.20036 -5.27838
H 3.75158 -0.77360 -3.38499
H 5.21400 -2.90526 -1.99281
H 3.59119 -2.83067 -2.35549
H 3.77144 -1.93544 -0.00063
H 3.41593 -0.59216 -1.05972
H 6.29868 -1.37011 1.10851
H 4.71239 -0.57220 1.50337
H 6.23467 0.34729 1.05905
C -0.19859 5.19882 5.34226
O -1.21828 4.53688 4.61174
C -0.79769 3.85912 3.44617
C -1.95911 3.67786 2.48347
N -2.25254 4.78519 1.57219
C -2.77650 6.00192 2.23669
C -3.98975 6.56295 1.48117
O -3.95554 6.39456 0.08126
C -2.85258 7.02624 -0.51259
H 0.18730 6.00298 4.70523
H 0.66180 4.53148 5.47200
H -0.60613 5.51943 6.29294
H -0.52132 2.86140 3.80664
H -0.00143 4.37872 2.90031
H -2.88689 3.30196 2.92954
H -1.62176 2.86680 1.82738
H -3.04991 4.48773 1.01517
H -1.98556 6.74879 2.06079
H -2.81744 5.94934 3.32579
H -4.14422 7.60741 1.78130
H -4.90964 6.06157 1.80187
H -1.87509 6.68697 -0.16106
H -2.83737 8.12239 -0.54250
H -2.82054 6.75874 -1.57388
Br -3.34060 -1.26003 3.14710
C -3.90497 0.62913 2.95929
C -5.29598 0.80860 3.49122
Br -5.91918 2.65647 3.10779
H -3.77763 0.83902 1.90489
H -3.26287 1.22076 3.60713
H -5.37669 0.62305 4.55742
H -6.03209 0.19139 2.98258
Br -2.18508 -5.26139 8.38035
C -1.51513 -3.73533 7.33825
C -2.46181 -3.45774 6.18067
Br -2.41294 -4.91566 4.86780
H -0.59604 -4.09959 6.89138
H -1.45279 -2.92642 8.05443
H -2.24691 -2.54591 5.63622
H -3.50487 -3.47927 6.48524
C 4.07200 2.09211 1.99614
C 2.70581 2.65643 2.31893
O 3.11365 3.63643 3.31790
C 4.37578 4.01873 3.05192
O 4.96986 4.82767 3.71261
O 4.91907 3.26203 2.09782
H 4.13812 1.69348 0.98395
H 4.54156 1.34681 2.63635
H 2.03340 1.93889 2.77261
H 2.29235 3.18824 1.46294
C -0.70125 -4.56590 1.37499
C 0.82811 -4.59635 1.15939
O 0.97271 -4.85625 -0.20111
C -0.20792 -5.27379 -0.74203
O -0.28715 -5.71975 -1.84505
O -1.19232 -5.08949 0.10865
H -0.92053 -3.49613 1.34771
H -1.21239 -5.03441 2.20739
H 1.26619 -5.24299 1.92799
H 1.20651 -3.58239 1.31333
C -2.98781 1.57754 -3.58702
C -1.90702 1.45381 -4.63147
O -2.32012 2.44870 -5.56536
C -3.58984 2.82510 -5.35366
O -4.23021 3.56795 -6.01398
O -4.09995 2.04583 -4.34969
H -2.75224 2.20217 -2.72315
H -3.40977 0.66628 -3.15573
H -1.87828 0.49171 -5.13546
H -1.00157 1.56920 -4.03178
```


Record 2
Entry from the OMol25 dataset: a 3-piece molecular cluster, C35H65N7O3P overall (the ωB97M-V functional and the def2-TZVPD basis).

The highest occupied orbital energy (alpha / beta) comes out at -10.17 / -10.85 eV. Its expectation value of S² is 2.009. Its charge is +1. Its spin multiplicity is 3.

```
111
C35H65N7O3P | the OMol25 dataset | the ωB97M-V functional and the def2-TZVPD basis
C 8.87776 -1.52985 1.79761
C 7.78435 -2.67989 1.72128
P 6.84775 -2.61230 0.06897
C 6.95618 -4.33989 -0.64050
N 5.12210 -2.15125 0.38453
C 5.31483 -0.69905 0.71262
C 4.90687 0.18073 -0.56643
N 4.62733 -0.88282 -1.55462
C 5.53868 -1.04614 -2.71590
C 5.70824 0.25331 -3.59116
N 6.44046 -0.18646 -4.82534
C 4.30997 -2.04808 -0.79562
N 3.36847 -2.84655 -1.20730
C 3.01344 -4.05749 -0.42473
C 1.80388 -4.86992 -1.01557
C 0.70266 -3.91506 -1.64597
O 0.22850 -4.18446 -2.72152
N 0.39635 -2.75005 -0.86793
C -0.69137 -1.94583 -1.41196
C -0.38760 -0.52096 -1.62430
C -1.35843 0.43935 -2.12815
C -2.70590 -0.03139 -2.43571
C -3.01806 -1.45740 -2.24468
C -2.03459 -2.41512 -1.72777
H 9.32390 -1.52935 2.82580
H 8.45226 -0.50560 1.62638
H 9.62337 -1.71398 0.98482
H 7.06471 -2.51693 2.57133
H 8.33472 -3.65107 1.78527
H 8.01836 -4.69838 -0.52413
H 6.74033 -4.37383 -1.74363
H 6.29615 -5.10109 -0.14053
H 6.41026 -0.43280 0.80722
H 4.91890 -0.38217 1.70631
H 3.89110 0.55130 -0.23751
H 5.59316 1.01614 -0.84500
H 6.56513 -1.41853 -2.46474
H 5.06990 -1.82679 -3.38432
H 6.39215 0.97507 -3.07485
H 4.72059 0.68950 -3.88316
H 7.33128 0.29736 -4.90975
H 5.83839 0.02314 -5.61944
H 2.93415 -2.56950 -2.09416
H 2.77507 -3.72336 0.62352
H 3.93851 -4.68865 -0.35243
H 1.28760 -5.35118 -0.13139
H 2.08828 -5.70331 -1.70188
H 0.22863 -3.04400 0.09790
H 0.64113 -0.15222 -1.38275
H -1.04606 1.49974 -2.23294
H -3.45613 0.70316 -2.79874
H -4.05760 -1.77745 -2.50974
H -2.29021 -3.49422 -1.58395
C -9.09086 -0.92840 0.01785
C -7.77890 -0.09878 -0.07284
C -7.98034 1.29370 0.55546
C -8.81755 2.23484 -0.30272
C -8.24565 2.32751 -1.71407
C -8.06593 0.94951 -2.37193
N -7.33408 -0.01757 -1.49708
O -6.05158 0.32200 -1.50427
C -9.45914 0.39391 -2.74570
C -7.37388 1.13183 -3.73463
C -6.78266 -0.87042 0.81567
H -9.01065 -1.74406 0.73961
H -9.94769 -0.32334 0.32042
H -9.33597 -1.42176 -0.92271
H -7.00673 1.76501 0.73046
H -8.44779 1.19279 1.53955
H -9.85913 1.90285 -0.33246
H -8.83021 3.22970 0.15033
H -8.89864 2.95464 -2.32691
H -7.28112 2.84704 -1.66789
H -9.38255 -0.62297 -3.13981
H -9.92403 1.00468 -3.52275
H -10.16372 0.38669 -1.91495
H -6.40718 1.63630 -3.65055
H -7.98112 1.74671 -4.39997
H -7.21359 0.16948 -4.22623
H -6.58723 -1.86806 0.41367
H -7.19085 -0.99137 1.82170
H -5.82851 -0.35296 0.93050
C 2.08241 1.87592 4.91748
C 2.58952 2.40879 3.54773
C 2.70318 3.94511 3.57725
C 1.35728 4.65730 3.53044
C 0.53152 4.17364 2.34183
C 0.37733 2.64395 2.31145
N 1.68326 1.92739 2.45668
O 2.33024 2.03507 1.30068
C -0.59904 2.22350 3.43364
C -0.36064 2.23970 1.02203
C 4.01602 1.84145 3.42847
H 2.86641 1.35292 5.46955
H 1.71889 2.67390 5.56713
H 1.28898 1.13663 4.80739
H 3.30174 4.28798 2.72588
H 3.24557 4.26021 4.47365
H 0.80953 4.50365 4.46436
H 1.51689 5.73533 3.44732
H -0.45174 4.65028 2.36940
H 1.01056 4.51839 1.41778
H -0.67182 1.13466 3.50227
H -1.60435 2.59981 3.23312
H -0.32924 2.61086 4.41539
H 0.15309 2.58254 0.11916
H -1.35795 2.67989 0.99037
H -0.47496 1.15506 0.95678
H 4.00055 0.74835 3.38953
H 4.61557 2.13361 4.29319
H 4.54852 2.21023 2.54891
```


| no. | strongest force on any atom (eV Å⁻¹) | electronic energy (Ha) |
| --- | --- | --- |
| 1 | 2.5 | -13588.48149 |
| 2 | 3.6 | -2322.52521 |